[1]
Computed, not measured: a cluster of 8 separate species, C20H57N4O14 in total, with ωB97M-V/def2-TZVPD.

## Properties
HOMO-LUMO gap   6.89 eV
F_max   3.15 eV Å⁻¹
ΔE to the lowest compared entry with this formula, charge and spin   479.5 kJ/mol
Charge   -1
LUMO   0.0820 Eh
Spin multiplicity   1

Geometry as XYZ:
```
95
Properties=species:S:1:pos:R:3:forces:R:3
N 0.8479 0.7221 -0.8306 -0.2 -0.4 0.3
O 0.0334 1.6405 -0.7980 0.1 2.6 0.6
O 0.3932 -0.3298 -1.2514 0.3 -2.8 -0.8
O 2.0354 0.8021 -0.4392 -0.2 0.5 -0.1
C -4.4706 5.3694 0.8922 -2.2 -0.4 0.1
C -5.4025 4.2959 0.2501 1.5 -0.8 0.1
O -4.9232 3.8896 -1.0314 -0.8 0.4 -0.7
O -3.4027 4.7850 1.5942 0.1 0.3 0.0
H -5.1006 5.8965 1.6088 0.2 -0.1 0.5
H -4.2297 6.1706 0.1937 0.6 -0.3 -0.4
H -6.4760 4.4752 0.1909 0.2 1.0 -0.5
H -5.4129 3.4162 0.8937 0.4 -0.1 0.5
H -4.0711 3.4476 -1.0403 0.0 0.0 0.6
H -2.7908 4.3601 0.9886 0.1 0.0 -0.2
C 6.1625 -1.1105 -4.5971 -0.5 -0.3 -0.3
C 7.1729 -1.2169 -5.7245 -0.2 -0.1 0.8
O 8.4213 -1.7273 -5.2322 -0.4 0.3 -0.3
O 6.3978 -0.0498 -3.7211 0.9 0.6 0.4
H 6.1454 -2.0699 -4.0799 0.0 -0.2 0.1
H 5.1672 -0.9218 -4.9995 -0.1 -0.4 -0.6
H 7.2946 -0.2515 -6.2157 0.1 0.1 -0.1
H 6.7633 -1.9463 -6.4234 -0.2 0.1 -0.2
H 8.8762 -2.0141 -6.0275 0.4 -0.1 0.2
H 5.7879 -0.1267 -2.9837 -0.1 0.1 0.1
C 1.6603 -5.3819 0.6668 -3.0 0.1 0.9
C 0.7660 -5.6039 -0.5351 1.1 0.4 -1.7
O 1.2207 -4.8977 -1.6648 0.3 0.8 -0.7
O 0.8756 -6.0275 1.7045 1.5 -1.5 1.0
H 1.7109 -4.3549 1.0283 0.6 0.3 -0.8
H 2.6364 -5.8310 0.4831 -0.2 -0.1 0.6
H -0.2824 -5.3377 -0.4006 -0.1 -0.3 0.6
H 0.8979 -6.6171 -0.9148 -0.5 -0.4 0.8
H 0.9999 -3.9727 -1.5338 0.1 0.3 -0.2
H 0.0010 -5.6613 1.8545 0.2 0.5 -0.5
C 1.1313 4.7150 -5.9641 0.4 0.0 0.1
C 2.3696 4.4453 -5.0815 -0.3 0.9 -0.2
O 3.6136 4.7006 -5.7827 -0.9 -0.5 0.3
O 1.0447 6.0350 -6.5318 0.1 -0.5 0.7
H 0.2650 4.5549 -5.3223 -0.1 0.3 0.0
H 1.0077 3.9996 -6.7772 0.4 -0.3 0.0
H 2.3250 3.4575 -4.6229 0.0 -0.4 -0.5
H 2.3545 5.1082 -4.2164 -0.3 0.4 0.0
H 4.2691 4.3763 -5.1608 0.4 0.1 -0.2
H 1.8934 6.2266 -6.9375 0.2 0.0 0.0
C 3.3026 0.3676 5.6382 0.0 1.1 2.6
C 4.5176 1.3372 5.9720 -0.9 -1.0 -1.1
C 5.6593 0.4938 6.4716 -0.5 -0.4 0.7
O 5.2365 -0.1165 7.6847 -0.1 1.0 1.6
C 5.5314 0.6879 8.8581 1.0 -0.8 -0.5
N 4.8858 2.0729 4.7944 0.1 0.5 -1.1
H 3.0260 -0.0749 6.5952 0.1 -0.4 0.1
H 3.5189 -0.4725 4.9782 0.2 0.5 -0.4
H 2.3848 0.9157 5.4252 0.2 0.1 -0.8
H 4.3545 2.1457 6.6847 -0.7 -0.6 0.7
H 6.5561 1.0901 6.6395 0.2 0.0 -0.3
H 5.8254 -0.3613 5.8163 0.4 0.3 -0.3
H 6.5287 0.3566 9.1475 0.0 -0.1 0.6
H 4.8232 0.5589 9.6765 -0.1 -0.5 -0.3
H 5.6647 1.7643 8.7502 -0.5 0.2 -0.8
H 4.5521 1.5351 4.0073 0.4 -0.1 -0.5
H 4.2659 2.8692 4.7541 0.1 0.4 -0.1
C -3.8645 -0.0051 -7.8143 0.1 -0.8 0.4
C -3.6472 -0.0699 -6.2888 -1.3 0.0 -0.1
C -4.4382 -1.1299 -5.4504 -1.4 0.1 -1.7
O -5.8696 -1.1527 -5.6889 0.2 1.3 0.4
C -6.5283 0.0940 -5.3316 0.0 -1.3 -0.7
N -2.2563 -0.2930 -6.0247 0.8 -0.3 0.4
H -3.2005 0.7408 -8.2511 -0.2 0.3 0.2
H -4.9055 0.1899 -8.0719 0.1 0.0 0.0
H -3.5535 -0.9367 -8.2870 -0.2 -0.3 0.0
H -3.9758 0.9196 -5.9711 0.4 0.1 0.5
H -4.2162 -1.0549 -4.3859 0.0 0.4 0.1
H -4.1723 -2.1369 -5.7720 0.4 0.0 0.0
H -7.5434 0.0145 -5.7206 -0.1 -0.2 0.2
H -6.1166 0.9498 -5.8666 0.4 0.1 0.4
H -6.5539 0.1949 -4.2465 0.1 0.4 0.0
H -2.1405 -0.4063 -5.0277 0.3 0.7 0.6
H -2.1007 -1.2596 -6.2727 0.4 -0.3 -0.7
C -3.3759 -1.5848 3.6803 0.4 0.4 0.9
C -3.0142 -2.5677 4.7903 -1.4 0.3 0.9
C -3.8106 -2.2286 6.0927 0.5 -0.1 0.1
O -3.3478 -3.0072 7.2101 -0.1 -0.3 -1.0
C -3.8622 -2.4990 8.4079 0.4 -0.4 0.4
N -3.3570 -3.8718 4.2361 -0.1 -0.5 0.1
H -4.4566 -1.4513 3.6298 -0.1 -0.1 -0.1
H -2.9910 -1.9675 2.7350 0.0 0.3 0.0
H -2.9528 -0.6172 3.9499 0.1 0.1 -0.5
H -1.9705 -2.4526 5.0830 0.2 -0.5 -0.3
H -4.8853 -2.3653 5.9721 -0.3 -0.4 -0.3
H -3.7294 -1.1767 6.3665 0.4 0.4 -0.2
H -3.6094 -3.1382 9.2538 0.3 -0.4 -0.2
H -4.9521 -2.4930 8.4048 -0.2 0.6 -0.1
H -3.3513 -1.5564 8.6046 -0.6 0.5 0.1
H -4.2204 -3.7356 3.7301 -0.1 0.0 -0.5
H -3.6433 -4.5546 4.9231 0.5 -0.1 0.6
```
Forces are in eV/Å.


[2]
Computed, not measured: a cluster of 6 separate species, C20H57N5O6 in total, with ωB97M-V/def2-TZVPD.

## Properties
SMILES   COC[C@H](C)N.COC[C@H](C)N.COC[C@H](C)N.COC[C@H](C)N.COC[C@H](C)N.O
HOMO-LUMO gap   9.89 eV
F_max   1.74 eV Å⁻¹
ΔE to the lowest compared entry with this formula, charge and spin   81.3 kJ/mol
Charge   0
LUMO   0.0207 Eh
Spin multiplicity   1

Geometry as XYZ:
```
88
Properties=species:S:1:pos:R:3:forces:R:3
C 39.3033 11.1079 5.0673 0.1 -1.0 0.3
O 39.6979 12.4495 5.0820 0.0 0.1 0.0
C 41.0918 12.5854 5.2741 -0.1 0.7 -0.1
C 41.4050 14.0627 5.4782 -0.1 -0.1 0.3
C 40.9616 14.9337 4.3122 -0.2 0.1 -0.2
N 42.8413 14.1690 5.7661 -0.3 -0.3 -0.1
H 38.2281 11.0001 5.1873 -0.1 0.3 -0.1
H 39.7571 10.5507 5.9014 0.0 0.1 0.0
H 39.5960 10.5588 4.1624 0.0 0.3 -0.2
H 41.4146 12.0355 6.1631 0.1 -0.1 -0.1
H 41.6536 12.2501 4.3848 -0.1 -0.3 0.1
H 40.8635 14.3644 6.3815 0.1 0.1 0.0
H 41.3059 15.9573 4.4780 0.1 0.0 -0.1
H 39.8796 14.9910 4.1802 0.0 -0.2 0.2
H 41.3698 14.5603 3.3672 0.1 0.1 0.1
H 43.3494 13.8041 4.9658 0.2 0.1 0.1
H 43.0979 15.1413 5.8769 0.1 0.0 0.0
C 36.7838 1.2219 4.5467 0.4 -0.3 0.2
O 36.1993 2.4829 4.7343 0.1 0.2 -0.2
C 37.1395 3.4679 5.1080 -0.6 0.1 0.4
C 36.4242 4.8067 5.1861 0.7 0.1 0.1
C 35.9241 5.2259 3.8217 -0.8 -0.8 -0.3
N 37.4263 5.7878 5.6984 -0.9 0.0 0.6
H 37.3221 1.1524 3.5941 -0.1 0.0 -0.1
H 35.9980 0.4715 4.5940 0.0 0.0 -0.1
H 37.5140 0.9941 5.3379 -0.1 0.0 0.0
H 37.4868 3.1964 6.1153 0.5 0.1 -0.1
H 37.9706 3.5925 4.4029 0.1 -0.4 0.0
H 35.6053 4.7025 5.9035 -0.2 0.0 -0.2
H 36.7293 5.4979 3.1405 0.1 0.4 0.2
H 35.1256 5.9648 3.8792 0.4 0.4 -0.1
H 35.4503 4.3561 3.3506 0.0 0.0 0.2
H 37.7479 5.4247 6.5962 0.4 0.0 -0.2
H 36.8826 6.5969 6.0113 0.1 0.0 -0.1
C 45.3995 4.4555 1.4548 0.7 0.1 0.0
O 44.1381 4.4256 0.8439 -0.1 -0.1 0.0
C 43.2308 5.3193 1.4363 0.1 0.7 -0.5
C 41.9457 5.3426 0.6508 -0.9 -0.4 0.3
C 41.0040 6.4029 1.2038 -0.1 -0.3 0.2
N 41.2268 4.0495 0.6301 0.6 0.1 -0.1
H 45.7965 5.4740 1.5680 -0.3 0.0 0.0
H 46.1034 3.9378 0.8016 -0.1 -0.2 0.1
H 45.3968 3.9794 2.4419 -0.1 0.0 0.0
H 43.0422 5.0731 2.4903 0.0 0.0 0.0
H 43.6168 6.3511 1.3497 0.3 -0.2 0.4
H 42.1577 5.6322 -0.3807 0.2 -0.3 -0.1
H 41.4780 7.3849 1.2011 -0.2 0.1 -0.1
H 40.7013 6.1754 2.2322 0.2 0.0 0.0
H 40.0952 6.3750 0.6056 0.0 0.3 -0.1
H 41.0960 3.7399 1.5911 -0.1 0.1 0.0
H 41.8668 3.3590 0.2429 -0.1 0.0 -0.1
C 40.5273 7.5200 5.2407 0.2 -0.9 0.2
O 41.9446 7.5894 5.0921 -0.5 0.3 -0.3
C 42.4358 8.8845 5.2746 1.4 1.0 0.4
C 43.9623 8.8713 5.0297 -0.9 -1.3 0.6
C 44.6201 10.2064 5.2356 0.5 0.2 -0.8
N 44.2790 8.3064 3.6969 -1.1 0.7 0.2
H 40.2568 7.0548 6.1969 0.2 0.3 0.1
H 40.1516 6.8301 4.4843 -0.1 0.2 -0.1
H 40.0383 8.4818 5.1622 0.0 0.1 -0.2
H 42.0195 9.6619 4.6112 -0.5 -0.4 -0.1
H 42.2952 9.2100 6.3167 -0.3 0.1 -0.1
H 44.2855 8.1527 5.7963 0.5 0.1 -0.2
H 44.3892 10.8886 4.4064 -0.2 0.0 0.1
H 45.6975 10.0456 5.1459 0.0 0.2 0.3
H 44.3711 10.7092 6.1662 0.0 -0.1 0.1
H 43.6159 7.5325 3.6075 0.4 -0.3 0.0
H 43.8154 8.9897 3.0842 0.6 -0.1 -0.3
C 35.7478 10.7124 6.3617 0.0 0.5 -0.2
O 36.6135 10.4542 7.4422 0.2 0.2 -0.4
C 36.4820 11.3814 8.5000 -0.5 -0.7 0.6
C 37.7542 11.3545 9.3164 1.0 0.8 -0.7
C 37.6724 12.3211 10.4884 -0.4 -0.4 0.0
N 38.9129 11.8025 8.4771 -0.7 0.1 0.0
H 35.8523 11.7531 6.0149 0.0 -0.1 0.1
H 34.6959 10.5663 6.6329 0.0 -0.1 0.0
H 36.0296 10.0771 5.5239 -0.1 -0.2 0.1
H 36.2826 12.4022 8.1501 0.1 0.0 -0.2
H 35.6246 11.0639 9.1182 0.0 0.2 0.0
H 37.9959 10.3306 9.6011 -0.3 0.0 0.3
H 38.6433 12.3733 10.9743 0.0 0.2 0.1
H 36.9056 12.0512 11.2174 0.1 -0.2 0.0
H 37.3759 13.3025 10.1071 0.3 0.1 0.0
H 38.7058 11.5315 7.5189 0.2 -0.3 0.0
H 38.8787 12.8202 8.4306 0.1 0.0 0.1
O 37.7509 8.1901 4.1214 -0.2 0.2 -0.1
H 37.6813 7.3145 4.5324 0.3 -0.1 -0.1
H 38.0726 8.0200 3.2319 0.0 0.0 0.0
```
Forces are in eV/Å.


[3]
Computed, not measured: a cluster of 9 separate species, C20H58N2O12 in total, with ωB97M-V/def2-TZVPD.

## Properties
HOMO-LUMO gap   7.45 eV
F_max   11.33 eV Å⁻¹
ΔE to the lowest compared entry with this formula, charge and spin   360.7 kJ/mol
Charge   0
LUMO   -0.0403 Eh
Spin multiplicity   1

Geometry as XYZ:
```
92
Properties=species:S:1:pos:R:3:forces:R:3
C -3.5993 8.2621 2.1426 -2.1 -0.6 -2.9
O -4.0593 6.9671 2.5036 -0.5 -0.7 -0.1
C -3.4733 5.9581 1.7466 2.8 -1.0 0.7
C -3.9093 4.6331 2.4176 -2.4 1.7 -6.3
N -3.1083 3.4661 1.9596 0.0 5.0 1.0
H -2.9333 3.5161 1.0206 -0.2 0.0 -3.8
H -2.2233 3.8991 2.2466 0.8 -1.8 1.0
C -3.5853 2.2231 2.3486 2.3 -2.4 1.9
C -2.7313 1.1281 1.8056 0.4 -2.9 -0.1
O -3.2153 -0.0979 2.3146 -0.7 -0.1 0.4
C -2.4163 -1.2739 2.0926 -2.8 0.5 3.7
H -4.1653 8.9791 2.6876 -0.2 0.4 1.0
H -4.1143 8.4131 1.0356 2.5 0.0 2.1
H -2.5333 8.2891 2.3846 0.0 0.6 -0.9
H -2.3123 6.0611 1.8536 -1.5 -0.1 -0.5
H -3.7143 5.8241 0.6806 -0.1 1.0 0.0
H -4.9843 4.7091 2.1706 0.4 -1.5 0.3
H -3.7613 4.7931 3.3516 0.8 0.3 6.4
H -4.5673 2.0701 2.1496 -3.0 -0.1 -1.7
H -3.6603 2.2561 3.4066 0.7 -0.5 1.3
H -1.6633 1.1831 1.8846 1.0 0.7 1.3
H -2.7353 0.9281 0.7676 -0.9 1.1 -2.0
H -2.2863 -1.6969 1.1886 -0.6 -0.9 -3.8
H -2.7963 -2.0129 2.8246 0.0 0.3 -0.7
H -1.4843 -1.0769 2.4006 3.8 0.9 1.3
N 0.3917 -0.8049 -0.4444 -2.2 -2.1 -4.0
O 0.1537 -2.1009 -0.5354 0.9 2.9 -0.2
O 0.6007 -0.3699 0.6566 0.6 1.0 1.4
O 0.2787 -0.0429 -1.5024 0.7 -1.9 3.1
C -3.0243 -6.0079 0.1706 -2.4 5.1 -3.2
C -2.0163 -4.8589 0.4446 -1.2 -3.0 -0.7
O -1.8093 -4.1979 -0.7434 -7.4 -7.0 -2.7
H -2.6503 -6.4849 -0.6744 0.6 -1.4 -1.3
H -4.1583 -5.5739 -0.2554 3.3 -0.5 0.9
H -3.4263 -6.6059 0.8606 -0.4 -2.5 3.3
H -1.1363 -5.2299 0.9186 1.2 -0.8 -0.2
H -2.3533 -4.2199 1.1486 -1.7 2.3 2.5
H -1.2183 -3.6359 -0.5974 8.1 7.8 1.4
C 2.3797 -2.2309 4.5996 -2.7 1.4 -0.3
C 1.7527 -1.6459 3.2806 2.0 -1.5 0.0
O 1.1117 -2.7409 2.6596 -0.5 2.0 -4.3
H 2.8427 -1.3589 5.0396 0.1 0.0 1.0
H 3.1137 -2.9139 4.3616 1.7 -1.5 -0.6
H 1.5927 -2.8019 5.2516 1.3 1.5 -1.1
H 2.5597 -1.3059 2.4356 -1.6 0.1 2.8
H 1.0077 -0.9069 3.5766 0.2 0.6 -0.4
H 1.0727 -2.2859 1.6846 -0.7 -2.4 2.9
C 5.1097 -1.1199 1.2706 -9.7 4.9 1.8
C 4.0967 -1.1779 0.0616 0.4 -0.8 -0.4
O 4.6567 -0.2839 -0.9904 -0.7 -1.3 1.4
H 5.2467 0.0151 1.4666 -0.6 -1.6 0.0
H 5.9537 -1.3469 1.0216 9.5 -3.4 -2.8
H 4.7647 -1.5859 2.2026 0.0 0.0 -0.5
H 3.1537 -0.7129 0.4476 0.4 -0.6 -0.6
H 3.8897 -2.2969 -0.3894 0.6 2.8 1.2
H 4.2637 -0.5699 -1.8234 0.0 -0.1 -0.2
C 2.6697 1.0861 -3.6764 -2.1 -5.8 7.0
C 2.6167 -0.3769 -4.1384 -6.1 1.7 1.5
O 3.6147 -1.1389 -3.7604 1.9 -1.4 4.9
H 1.8097 1.4941 -3.9624 -4.0 1.8 -0.3
H 3.2557 1.4011 -4.2984 7.5 4.5 -6.0
H 2.9637 1.1981 -2.5844 -0.5 0.0 -1.5
H 2.5867 -0.4649 -5.1624 -0.6 0.7 -2.8
H 1.5357 -0.7299 -3.8194 2.0 -0.2 -0.2
H 4.0537 -1.4629 -4.4814 1.8 -1.4 -2.5
C -3.5233 0.4971 -4.4404 2.9 1.6 0.7
C -2.5473 0.0601 -3.2974 -2.6 -1.0 0.9
O -1.3373 0.5281 -3.6614 1.8 0.9 -0.5
H -4.5293 0.3341 -4.2144 -1.6 -0.5 0.1
H -3.1353 -0.0009 -5.3364 -0.6 0.0 0.1
H -3.3593 1.6291 -4.6044 -0.3 -1.7 0.3
H -2.5223 -1.0199 -3.0774 -0.1 -0.4 -1.1
H -2.8473 0.2981 -2.2374 -0.1 1.2 -0.7
H -0.7123 0.1981 -3.0154 0.7 -0.1 0.3
C 2.8427 -4.8489 -3.2504 -1.8 -3.2 1.8
C 1.5757 -4.2929 -2.4854 2.1 1.7 -3.3
O 1.8357 -4.1929 -1.1744 0.0 -0.6 3.4
H 2.3567 -4.9929 -4.2314 1.1 -0.7 0.0
H 3.3227 -5.9289 -2.6564 -1.7 3.3 -2.1
H 3.5827 -4.1339 -3.3024 1.9 1.4 -0.1
H 0.8497 -4.9749 -2.9484 -1.1 0.3 1.4
H 1.4237 -3.1849 -2.7584 -0.3 -1.7 -1.0
H 1.5627 -3.3199 -0.8394 -0.3 -0.6 -0.2
C 2.8117 3.8171 0.7246 -1.6 2.1 0.3
C 2.3507 2.4291 0.4496 1.5 0.7 -1.2
O 1.4247 2.1241 1.4286 -0.7 0.0 0.2
H 3.6167 4.1201 0.0536 -0.3 0.3 0.0
H 3.1047 3.9651 1.7676 0.7 -0.8 0.0
H 1.9277 4.4941 0.7816 0.5 0.2 -1.0
H 3.3137 2.0231 0.5856 1.1 -2.2 0.6
H 2.1747 2.1491 -0.6384 -0.9 0.7 1.3
H 1.1637 1.2201 1.2776 -0.4 -0.8 -0.1
```
Forces are in eV/Å.


Number 3 is which compound?
C20H58N2O12